P.
This record from OMol25 describes CO4S2 as an isolated structure. The level of theory is wB97M-V/def2-TZVPD.

HOMO-LUMO gap   0.288 Ha
LUMO   -2.710 eV

```
! wB97M-V def2-TZVPD RIJCOSX def2/J DEFGRID3
* xyz 0 1
C -0.1584 -1.1637 -0.2585
O -2.7465 -0.4191 -0.2432
O -1.0338 1.1181 0.7323
O 2.6445 -0.5445 0.4262
O 1.3021 1.0888 -0.7446
S -1.3903 -0.0466 0.0337
S 1.3823 -0.0329 0.0540
*
```


Q.
This record from OMol25 describes one molecule with the formula CO4S2. The level of theory is wB97M-V/def2-TZVPD.

HOMO-LUMO gap   0.384 Ha
LUMO   -0.671 eV

```
! wB97M-V def2-TZVPD RIJCOSX def2/J DEFGRID3
* xyz 0 1
C -1.2423 -0.0942 0.1669
O 1.1220 1.3494 0.1276
O 1.9888 -0.9190 -0.0443
O -0.3763 -0.3286 1.0268
O -0.1423 -0.2526 -1.2027
S -2.7593 0.1286 -0.0948
S 0.9036 0.0068 -0.1519
*
```


Least stable structure: P


P.
This record from OMol25 describes one molecule with the formula C4H4O4. The level of theory is wB97M-V/def2-TZVPD.

HOMO-LUMO gap   0.328 Ha
LUMO   -1.334 eV
SMILES   O=CCOC(=O)C=O

```
! wB97M-V def2-TZVPD RIJCOSX def2/J DEFGRID3
* xyz 0 1
O -2.3321 1.7133 -1.7243
C -1.4580 1.3530 -0.8916
C -1.0350 -0.1007 -0.7516
O -0.0138 0.0972 0.0581
C 0.7307 -0.9426 0.4104
O 0.4533 -2.0190 0.0890
C 1.9740 -0.6102 1.1195
O 1.8885 0.5615 1.7043
H -0.8951 1.8979 0.1642
H -1.9134 -0.6100 -0.0666
H -1.0810 -0.8088 -1.6191
H 2.6519 -1.4998 1.1844
*
```


Q.
This record from OMol25 describes one molecule with the formula C4H4O4. The level of theory is wB97M-V/def2-TZVPD.

HOMO-LUMO gap   0.349 Ha
LUMO   -0.931 eV
SMILES   O=CCC(=O)C(=O)O

```
! wB97M-V def2-TZVPD RIJCOSX def2/J DEFGRID3
* xyz 0 1
O 2.8440 -0.5719 -0.0401
C 1.7045 -0.2843 -0.4042
C 0.8622 0.7001 0.3441
C -0.6190 0.5904 0.0643
O -1.3413 1.5229 -0.1339
C -1.1863 -0.8557 0.0574
O -0.5168 -1.8565 0.2369
O -2.5187 -0.8485 -0.1373
H 1.2781 -0.7705 -1.3028
H 1.1511 1.7384 0.1585
H 1.0492 0.5326 1.4189
H -2.7072 0.1030 -0.2619
*
```


Least stable structure: P


P.
This record from OMol25 describes C2H3O4S2 as an isolated structure. The level of theory is wB97M-V/def2-TZVPD.

HOMO-LUMO gap   0.291 Ha
LUMO   3.272 eV

```
! wB97M-V def2-TZVPD RIJCOSX def2/J DEFGRID3
* xyz -1 1
C 0.4405 -2.0489 -0.4387
C -0.6024 -1.2420 -0.2741
O 3.7222 1.6735 0.1628
O 2.7742 -2.0275 0.8455
O 2.5649 -0.6388 -1.1731
O 1.7020 0.3034 0.8927
S 1.9245 -1.2073 0.0211
S 2.3261 1.4088 -0.1205
H 1.6853 2.4729 0.7375
H -1.5957 -1.5836 -0.5388
H -0.5805 -0.2296 0.1325
*
```


Q.
This record from OMol25 describes a 2-piece molecular cluster, C2H3O4S2 overall. The level of theory is wB97M-V/def2-TZVPD.

HOMO-LUMO gap   0.309 Ha
LUMO   2.936 eV

```
! wB97M-V def2-TZVPD RIJCOSX def2/J DEFGRID3
* xyz -1 1
C 0.5039 -1.6256 0.1604
C -2.0645 1.0002 -0.1054
O 3.0987 0.0127 0.0914
O -0.2607 -2.4626 -0.2442
O 0.4179 -0.3772 0.1676
O 1.6005 1.8805 -0.6049
S -3.4171 0.1263 0.0039
S 1.9364 0.8402 0.3874
H 1.6389 -1.9759 0.5004
H -1.5115 1.1760 0.6908
H -1.9426 1.4054 -1.0473
*
```


Least stable structure: P